# C4H9NO2

A 2-piece molecular cluster, C4H9NO2 overall (ωB97M-V/def2-TZVPD, the OMol25 dataset).

The orbital gap comes out at 0.374 hartree. The energy comes out at -363.01975 Eh. As for the SMILES: O=C1CCCO1.N. As for the energy above the lowest of the compared OMol25 structures with the same formula, charge and spin: 172.7 kJ/mol. As for the charge: 0.

Last column: Löwdin charge in e.
Element x y z (Å)
O (1.82, -0.65, 0.98)  0.062
C (0.75, -0.30, 0.55)  -0.575
C (0.54, 0.49, -0.80)  -0.092
C (-0.67, -0.23, -1.42)  -0.156
C (-0.74, -1.49, -0.56)  -0.192
O (-0.41, -1.05, 0.75)  -0.054
H (1.46, 0.36, -1.37)  0.116
H (0.37, 1.58, -0.76)  0.102
H (-1.59, 0.35, -1.30)  0.112
H (-0.53, -0.45, -2.48)  0.111
H (-1.71, -1.97, -0.53)  0.124
H (0.03, -2.21, -0.88)  0.130
N (0.20, 1.21, 1.86)  0.112
H (0.07, 1.89, 1.13)  0.047
H (1.04, 1.39, 2.41)  0.079
H (-0.62, 1.08, 2.43)  0.074

# C4H9NO2

A single C4H9NO2 molecule at a distorted geometry (ωB97M-V/def2-TZVPD, the OMol25 dataset).

The orbital gap comes out at 0.343 hartree. The energy comes out at -362.93065 Eh. As for the SMILES: CCN(O)C(C)=O. As for the energy above the lowest of the compared OMol25 structures with the same formula, charge and spin: 406.7 kJ/mol. As for the charge: 0.

Last column: Löwdin charge in e.
Element x y z (Å)
C (-2.06, 0.08, 0.98)  -0.056
C (-1.31, -0.31, -0.58)  -0.127
N (0.04, 0.06, -0.59)  -0.154
O (0.32, 1.45, -0.71)  0.003
C (1.06, -0.74, -0.10)  -0.489
C (2.42, -0.10, -0.04)  0.004
O (0.83, -1.87, 0.27)  0.067
H (-1.88, 1.15, 1.07)  0.043
H (-1.56, -0.41, 1.81)  0.059
H (-3.12, -0.13, 0.94)  0.055
H (-1.54, -1.24, 0.03)  0.118
H (-1.88, 0.25, -1.32)  0.110
H (0.40, 1.63, -1.66)  0.114
H (3.13, -0.82, 0.34)  0.084
H (2.73, 0.24, -1.03)  0.083
H (2.40, 0.77, 0.62)  0.084

# C4H9NO2

A 2-piece molecular cluster, C4H9NO2 overall at a distorted geometry (ωB97M-V/def2-TZVPD, the OMol25 dataset).

The orbital gap (alpha / beta) comes out at 0.207 / 0.358 hartree. The energy comes out at -362.81128 Eh. As for the energy above the lowest of the compared OMol25 structures with the same formula, charge and spin: 720.1 kJ/mol. As for the charge: 0.

Last column: Löwdin charge in e.
Element x y z (Å)
C (-0.87, -0.45, -0.10)  -0.144
C (-0.64, 0.34, -1.36)  -0.106
O (-2.70, 0.54, 0.47)  -0.108
H (-2.70, 1.49, 0.33)  0.023
H (-1.49, -1.33, -0.19)  0.106
H (-1.07, 0.09, 0.91)  0.145
H (-0.29, 1.36, -1.19)  0.064
H (0.08, -0.14, -2.02)  0.088
H (-1.60, 0.44, -1.88)  0.076
C (1.76, -0.60, 0.76)  -0.140
C (1.92, 0.72, 0.74)  0.033
N (0.57, -1.27, 0.31)  -0.225
O (0.49, -2.45, 0.63)  -0.024
H (2.51, -1.29, 1.12)  0.115
H (1.16, 1.40, 0.39)  0.042
H (2.86, 1.15, 1.08)  0.056

# C4H9NO2

A single C4H9NO2 molecule at a distorted geometry (ωB97M-V/def2-TZVPD, the OMol25 dataset).

The orbital gap comes out at 0.334 hartree. The energy comes out at -362.94568 Eh. As for the SMILES: C[C@@H](C=O)NCO. As for the energy above the lowest of the compared OMol25 structures with the same formula, charge and spin: 367.2 kJ/mol. As for the charge: 0.

Last column: Löwdin charge in e.
Element x y z (Å)
C (0.65, 0.77, -1.32)  -0.057
C (-0.23, 0.68, -0.04)  -0.368
C (-1.49, 1.37, -0.44)  -0.184
O (-2.45, 1.31, 0.34)  0.043
N (-0.54, -0.65, 0.45)  -0.050
C (0.67, -1.41, 0.73)  -0.319
O (0.50, -2.66, 1.44)  -0.048
H (0.35, 1.52, -1.97)  0.035
H (1.71, 0.85, -1.16)  0.072
H (0.56, -0.06, -2.08)  0.111
H (0.11, 1.32, 0.85)  0.177
H (-1.18, 2.10, -1.12)  0.092
H (-1.31, -0.82, 1.14)  0.137
H (1.10, -1.49, -0.32)  0.129
H (1.29, -0.70, 1.24)  0.102
H (0.24, -2.13, 2.28)  0.127

# C4H9NO2

A single C4H9NO2 molecule at a distorted geometry (ωB97M-V/def2-TZVPD, the OMol25 dataset).

The orbital gap comes out at 0.355 hartree. The energy comes out at -362.95793 Eh. As for the SMILES: C[C@@H](CO)NC=O. As for the energy above the lowest of the compared OMol25 structures with the same formula, charge and spin: 335.0 kJ/mol. As for the charge: 0.

Last column: Löwdin charge in e.
Element x y z (Å)
C (-0.25, -0.94, 1.68)  -0.060
C (-0.17, -0.01, 0.47)  -0.364
C (1.18, 0.73, 0.34)  -0.097
O (1.00, 2.07, -0.49)  -0.156
N (-0.53, -0.80, -0.72)  0.055
C (-0.80, -0.26, -1.92)  -0.324
O (-0.75, 0.93, -2.19)  0.006
H (-1.21, -1.47, 1.71)  0.082
H (-0.15, -0.38, 2.62)  0.082
H (0.55, -1.69, 1.65)  0.084
H (-0.95, 0.76, 0.58)  0.156
H (1.43, 1.08, 1.35)  0.102
H (1.87, 0.99, -0.58)  0.146
H (0.37, 1.80, -1.20)  0.018
H (-0.51, -1.80, -0.65)  0.135
H (-1.09, -1.01, -2.68)  0.136

# C4H9NO2

C4H9NO2 as an isolated structure (ωB97M-V/def2-TZVPD, the OMol25 dataset).

The orbital gap (alpha / beta) comes out at 0.295 / 0.295 hartree. The energy comes out at -362.88506 Eh. As for the energy above the lowest of the compared OMol25 structures with the same formula, charge and spin: 526.3 kJ/mol. As for the charge: 0.

Last column: Löwdin charge in e.
Element x y z (Å)
C (1.05, -1.61, 1.11)  0.090
C (1.72, -0.52, 0.44)  -0.410
N (1.07, 0.20, -0.54)  0.040
C (-0.16, 0.69, -0.19)  -0.642
O (-0.68, 0.65, 0.93)  0.027
O (-0.77, 1.26, -1.24)  -0.046
C (-2.06, 1.78, -0.97)  -0.069
H (0.02, -1.46, 1.42)  0.075
H (0.42, -2.14, -0.54)  0.111
H (1.64, -2.37, 1.63)  0.089
H (1.67, -0.01, 1.47)  0.192
H (2.78, -0.71, 0.22)  0.129
H (0.45, -1.49, -1.02)  0.139
H (-2.40, 2.23, -1.90)  0.090
H (-2.74, 0.98, -0.66)  0.093
H (-2.02, 2.53, -0.17)  0.092

# C4H9NO2

A 2-piece molecular cluster, C4H9NO2 overall at a distorted geometry (ωB97M-V/def2-TZVPD, the OMol25 dataset).

The orbital gap comes out at 0.373 hartree. The energy comes out at -363.00440 Eh. As for the SMILES: C=COC.NC=O. As for the energy above the lowest of the compared OMol25 structures with the same formula, charge and spin: 213.0 kJ/mol. As for the charge: 0.

Last column: Löwdin charge in e.
Element x y z (Å)
C (-0.99, -1.97, -0.73)  0.016
C (0.21, -1.48, -0.40)  -0.239
O (0.58, -0.73, 0.72)  -0.179
C (-0.37, -0.43, 1.73)  -0.080
H (-1.08, -2.66, -1.56)  0.055
H (-1.92, -1.67, -0.26)  0.050
H (1.11, -1.84, -0.89)  0.114
H (-0.24, 0.61, 2.02)  0.091
H (-1.42, -0.55, 1.42)  0.078
H (-0.19, -1.07, 2.60)  0.093
N (1.40, 2.15, -0.73)  0.117
C (0.09, 1.83, -0.92)  -0.430
O (-0.83, 2.58, -0.68)  0.000
H (2.10, 1.42, -0.72)  0.094
H (1.61, 3.03, -0.28)  0.105
H (-0.05, 0.77, -1.30)  0.117

# C4H9NO2

A single C4H9NO2 molecule (ωB97M-V/def2-TZVPD, the OMol25 dataset).

The orbital gap comes out at 0.400 hartree. The energy comes out at -363.03823 Eh. As for the SMILES: C[C@@H](O)C/N=C/O. As for the energy above the lowest of the compared OMol25 structures with the same formula, charge and spin: 124.2 kJ/mol. As for the charge: 0.

Last column: Löwdin charge in e.
Element x y z (Å)
C (0.53, -2.12, 0.93)  -0.054
C (0.70, -0.72, 0.37)  -0.458
O (1.08, -0.84, -0.99)  -0.041
C (-0.59, 0.10, 0.49)  -0.209
N (-0.34, 1.46, 0.04)  0.041
C (-0.82, 1.82, -1.07)  -0.296
O (-0.61, 3.06, -1.54)  0.039
H (0.28, -2.08, 2.00)  0.082
H (1.45, -2.69, 0.81)  0.082
H (-0.27, -2.65, 0.40)  0.085
H (1.49, -0.19, 0.93)  0.142
H (1.25, 0.05, -1.31)  0.083
H (-1.38, -0.40, -0.09)  0.124
H (-0.90, 0.15, 1.54)  0.121
H (-1.45, 1.23, -1.74)  0.146
H (-0.07, 3.50, -0.86)  0.114

# C4H9NO2

A single C4H9NO2 molecule at a distorted geometry (ωB97M-V/def2-TZVPD, the OMol25 dataset).

The orbital gap comes out at 0.394 hartree. The energy comes out at -363.03969 Eh. As for the SMILES: C[C@@H](O)CNC=O. As for the energy above the lowest of the compared OMol25 structures with the same formula, charge and spin: 120.4 kJ/mol. As for the charge: 0.

Last column: Löwdin charge in e.
Element x y z (Å)
C (1.37, -1.03, 1.53)  -0.050
C (0.82, 0.04, 0.60)  -0.456
O (1.56, -0.04, -0.60)  -0.034
C (-0.68, -0.13, 0.31)  -0.139
N (-1.17, 0.84, -0.67)  0.018
C (-1.60, 0.64, -1.94)  -0.372
O (-1.99, 1.63, -2.54)  -0.006
H (0.85, -1.02, 2.50)  0.082
H (2.43, -0.86, 1.71)  0.085
H (1.26, -2.02, 1.08)  0.086
H (0.97, 1.03, 1.07)  0.142
H (1.22, 0.64, -1.19)  0.088
H (-0.83, -1.14, -0.09)  0.133
H (-1.24, -0.07, 1.25)  0.125
H (-1.38, 1.85, -0.65)  0.158
H (-1.58, -0.37, -2.37)  0.140

# C4H9NO2

A single C4H9NO2 molecule at a distorted geometry (ωB97M-V/def2-TZVPD, the OMol25 dataset).

The orbital gap comes out at 0.391 hartree. The energy comes out at -363.06327 Eh. As for the SMILES: CCNC(=O)OC. As for the energy above the lowest of the compared OMol25 structures with the same formula, charge and spin: 58.5 kJ/mol. As for the charge: 0.

Last column: Löwdin charge in e.
Element x y z (Å)
C (-1.04, -2.08, -0.37)  -0.081
C (-0.02, -1.72, 0.70)  -0.229
N (0.76, -0.61, 0.18)  0.055
C (0.26, 0.64, 0.27)  -0.593
O (-0.78, 0.94, 0.83)  0.081
O (1.10, 1.54, -0.29)  -0.037
C (0.59, 2.86, -0.33)  -0.059
H (-1.72, -1.23, -0.44)  0.078
H (-0.58, -2.25, -1.31)  0.060
H (-1.55, -3.03, -0.20)  0.070
H (-0.43, -1.34, 1.65)  0.123
H (0.64, -2.55, 0.95)  0.112
H (1.37, -0.77, -0.60)  0.139
H (1.39, 3.47, -0.74)  0.091
H (-0.30, 2.90, -0.97)  0.096
H (0.31, 3.22, 0.67)  0.094

# C4H9NO2

C4H9NO2 as an isolated structure (ωB97M-V/def2-TZVPD, the OMol25 dataset).

The orbital gap comes out at 0.346 hartree. The energy comes out at -362.95299 Eh. As for the energy above the lowest of the compared OMol25 structures with the same formula, charge and spin: 348.0 kJ/mol. As for the charge: 0.

Last column: Löwdin charge in e.
Element x y z (Å)
C (-0.10, -1.94, 0.30)  -0.082
C (0.10, -0.51, 0.69)  -0.162
C (1.23, 0.18, 0.29)  -0.312
O (1.56, 1.32, 1.04)  -0.037
N (-1.50, 0.32, -0.41)  0.079
C (-1.07, 1.38, -1.01)  -0.361
O (0.07, 1.39, -1.61)  -0.040
H (-1.16, -2.24, 0.32)  0.076
H (0.45, -2.56, 1.02)  0.087
H (0.28, -2.14, -0.71)  0.090
H (-0.42, -0.15, 1.57)  0.128
H (2.06, -0.42, -0.10)  0.143
H (0.72, 0.69, -0.91)  0.091
H (1.65, 2.06, 0.43)  0.091
H (-2.33, 0.51, 0.14)  0.081
H (-1.63, 2.33, -1.00)  0.128

# C4H9NO2

A 2-piece molecular cluster, C4H9NO2 overall at a distorted geometry (ωB97M-V/def2-TZVPD, the OMol25 dataset).

The orbital gap comes out at 0.380 hartree. The energy comes out at -362.99102 Eh. As for the SMILES: CCC=O.NC=O. As for the energy above the lowest of the compared OMol25 structures with the same formula, charge and spin: 248.1 kJ/mol. As for the charge: 0.

Last column: Löwdin charge in e.
Element x y z (Å)
C (-1.54, 1.48, 0.01)  -0.093
C (-0.96, 0.19, 0.47)  -0.181
C (-1.30, -1.03, -0.21)  -0.351
O (-0.55, -1.99, -0.34)  -0.023
H (-0.89, 1.96, -0.73)  0.089
H (-1.68, 2.21, 0.80)  0.080
H (-2.50, 1.31, -0.48)  0.077
H (-0.02, 0.28, 1.01)  0.095
H (-1.80, -0.50, 1.23)  0.233
H (-2.23, -1.07, -0.80)  0.138
N (1.83, -0.88, -0.52)  0.139
C (2.58, -0.04, 0.18)  -0.442
O (2.19, 0.43, 1.22)  -0.018
H (0.99, -1.44, -0.33)  0.053
H (2.29, -1.19, -1.34)  0.080
H (3.57, 0.28, -0.16)  0.126

# C4H9NO2

A 2-piece molecular cluster, C4H9NO2 overall (ωB97M-V/def2-TZVPD, the OMol25 dataset).

The orbital gap comes out at 0.375 hartree. The energy comes out at -363.02216 Eh. As for the SMILES: O=C1CCCO1.N. As for the energy above the lowest of the compared OMol25 structures with the same formula, charge and spin: 166.4 kJ/mol. As for the charge: 0.

Last column: Löwdin charge in e.
Element x y z (Å)
O (-1.84, -1.14, 0.32)  0.067
C (-0.82, -0.56, 0.05)  -0.568
C (-0.18, 0.60, 0.90)  -0.091
C (1.32, 0.28, 0.82)  -0.156
C (1.29, -1.15, 0.27)  -0.190
O (0.22, -1.16, -0.66)  -0.052
H (-0.59, 0.49, 1.90)  0.117
H (-0.37, 1.64, 0.60)  0.102
H (1.84, 0.94, 0.11)  0.112
H (1.84, 0.35, 1.78)  0.111
H (2.21, -1.46, -0.23)  0.124
H (1.05, -1.86, 1.08)  0.131
N (-1.43, 0.61, -1.61)  0.105
H (-1.09, 1.47, -1.21)  0.044
H (-2.44, 0.56, -1.62)  0.076
H (-1.01, 0.40, -2.50)  0.070

# C4H9NO2

A 2-piece molecular cluster, C4H9NO2 overall (ωB97M-V/def2-TZVPD, the OMol25 dataset).

The orbital gap comes out at 0.382 hartree. The energy comes out at -362.94984 Eh. As for the SMILES: CON=C=O.CC. As for the energy above the lowest of the compared OMol25 structures with the same formula, charge and spin: 356.3 kJ/mol. As for the charge: 0.

Last column: Löwdin charge in e.
Element x y z (Å)
C (-1.92, 0.63, -2.99)  -0.097
O (-0.96, -0.30, -2.52)  -0.166
N (-0.83, -0.11, -1.14)  0.074
C (-0.77, -1.10, -0.41)  -0.256
O (-0.67, -1.92, 0.41)  0.185
H (-1.93, 0.51, -4.07)  0.091
H (-2.92, 0.41, -2.58)  0.086
H (-1.64, 1.65, -2.73)  0.086
C (1.85, -0.59, 2.22)  -0.169
C (1.06, 0.64, 1.79)  -0.178
H (2.87, -0.57, 1.83)  0.063
H (1.92, -0.65, 3.31)  0.062
H (1.37, -1.51, 1.86)  0.045
H (0.04, 0.62, 2.19)  0.066
H (1.53, 1.57, 2.15)  0.063
H (0.98, 0.72, 0.70)  0.044

# C4H9NO2

C4H9NO2 as an isolated structure at a distorted geometry (ωB97M-V/def2-TZVPD, the OMol25 dataset).

The orbital gap comes out at 0.162 hartree. The energy comes out at -362.75973 Eh. As for the energy above the lowest of the compared OMol25 structures with the same formula, charge and spin: 855.4 kJ/mol. As for the charge: 0.

Last column: Löwdin charge in e.
Element x y z (Å)
C (-0.61, 1.32, -0.37)  -0.102
C (-0.60, -0.16, -0.15)  -0.185
C (-1.47, -0.93, -1.09)  -0.245
O (-2.25, -0.41, -1.83)  0.075
N (2.14, 0.06, 0.07)  0.102
C (3.22, -0.50, 0.15)  -0.139
O (-2.06, -0.41, 1.75)  -0.156
H (-1.60, 1.75, -0.42)  0.087
H (-0.11, 1.59, -1.30)  0.092
H (0.50, -0.41, -0.09)  0.045
H (-1.08, -0.44, 0.93)  0.041
H (-1.49, -2.03, -1.05)  0.125
H (-0.05, 1.82, 0.42)  0.073
H (3.98, 0.00, 0.77)  0.088
H (3.45, -1.49, -0.28)  0.085
H (-1.98, 0.23, 2.47)  0.014

# C4H9NO2

A single C4H9NO2 molecule (ωB97M-V/def2-TZVPD, the OMol25 dataset).

The orbital gap comes out at 0.376 hartree. The energy comes out at -363.00723 Eh. As for the SMILES: CN(C=O)CCO. As for the energy above the lowest of the compared OMol25 structures with the same formula, charge and spin: 205.6 kJ/mol. As for the charge: 0.

Last column: Löwdin charge in e.
Element x y z (Å)
C (1.65, 1.34, -0.12)  -0.075
N (0.54, 0.46, -0.48)  -0.187
C (0.89, -0.56, -1.41)  -0.311
O (0.58, -0.53, -2.57)  0.099
C (-0.19, -0.11, 0.64)  -0.196
C (-1.62, -0.45, 0.29)  -0.241
O (-2.17, -1.07, 1.47)  -0.077
H (2.44, 0.83, 0.44)  0.083
H (2.09, 1.73, -1.04)  0.091
H (1.27, 2.16, 0.49)  0.089
H (1.48, -1.40, -0.99)  0.145
H (-0.22, 0.61, 1.47)  0.131
H (0.26, -1.03, 1.03)  0.123
H (-2.23, 0.43, 0.04)  0.124
H (-1.69, -1.15, -0.55)  0.118
H (-3.09, -1.27, 1.28)  0.083